81
Properties=species:S:1:pos:R:3:forces:R:3 method="wB97M-V/def2-TZVPD" gap_ev=6.1 charge=-1 relative_energy_ev=1.175 lumo_ev=2.2293
H -5.233184 0.235027 1.349721 0.06 -0.25 -0.05
H 3.588877 -3.569556 1.242419 -0.14 -0.01 -0.11
H -0.874603 -6.240576 -0.812434 -0.31 -0.13 0.13
H 0.153284 -0.693925 -2.009349 1.36 0.78 1.00
H -1.830092 2.354889 -0.760536 0.31 -0.21 -0.46
C -3.112694 -1.022843 -0.535652 0.19 -0.14 -0.32
C 2.808005 -3.154372 0.588605 -0.05 0.08 -0.22
Be -0.009821 1.304602 1.687313 -0.07 -0.93 0.78
H -5.119937 -4.341720 0.786305 0.18 -0.26 -0.09
H -4.421711 -0.858048 2.500584 -0.23 -0.08 -0.24
H 2.789624 1.595437 1.780390 0.37 0.35 -0.06
C -4.198691 -4.820397 0.441000 0.39 -0.88 -0.22
C -4.056718 -6.221200 0.430184 0.18 0.45 -0.02
N -3.486171 -9.061167 0.555773 -0.04 0.39 0.13
H 4.326102 2.295911 1.177890 -0.22 0.02 0.09
H 5.065239 5.965020 0.526661 -0.16 -0.15 0.08
O -1.613356 -8.718915 -0.686292 -0.63 0.25 0.46
N -3.309404 -0.429912 0.787119 0.33 0.23 0.25
H -2.593774 0.579701 2.454637 0.10 -0.13 -0.36
H 2.598573 2.711308 -1.503468 -0.37 -0.23 -0.04
N 3.423421 -2.537773 -0.579483 0.05 -0.04 -0.16
Cl -0.090833 -2.436090 -1.644346 -1.48 -4.26 -0.66
H -1.918713 7.078910 -1.645927 0.07 -0.23 0.13
C 4.342270 -1.442198 -0.324061 -0.17 0.01 0.18
C 3.403161 2.509140 1.736654 -0.07 -0.60 0.09
C -2.084543 -4.525974 -0.407167 -0.02 -0.25 0.08
N -3.234019 -4.003729 0.019986 -0.52 -0.43 0.44
H 4.719989 -1.044888 -1.269003 -0.14 -0.13 0.14
H -4.900178 -6.839454 0.731572 0.17 0.11 -0.03
H 2.379452 -3.735070 -1.898609 0.24 0.28 0.07
H -1.333139 -3.810117 -0.758512 -0.10 -0.25 0.05
C 2.642803 3.647745 1.131583 -0.05 1.20 -0.50
H 2.677722 5.680234 0.553964 0.17 -0.27 0.00
H 1.836928 5.058738 -1.215921 -0.45 -0.06 0.17
H -1.332922 4.259579 1.595728 0.07 0.27 -0.35
Cl 1.247038 -0.209567 2.203927 -0.02 -0.19 0.40
C 0.333909 4.580758 0.287118 0.39 -0.21 -0.29
H 3.833697 -0.650233 0.245892 0.08 -0.11 -0.16
H 2.231670 -2.409562 1.161103 0.13 -0.28 -0.25
C 4.731131 5.037741 1.007651 0.56 0.01 0.08
Si 0.405513 1.436306 -1.345898 2.54 1.72 2.26
H -2.811784 5.858244 0.372439 0.14 0.05 -0.18
H 5.178756 -1.808125 0.286935 -0.05 0.08 -0.11
H -3.264463 -10.035948 0.606905 0.08 -0.21 0.00
C 1.113950 3.529316 1.063581 0.19 -0.09 0.41
H -2.819476 -2.079051 -0.430792 -0.09 0.77 -0.06
C 3.266395 4.810433 0.841214 -0.74 -0.47 0.29
C -4.594335 -0.655615 1.436795 0.11 0.21 0.28
H 2.221243 1.748215 -2.947196 -0.10 0.18 0.18
C 0.819702 5.224520 -0.858658 -0.40 0.20 0.02
C -0.978093 4.803995 0.712503 -0.02 0.21 -0.13
Cl -0.756292 2.298321 3.274008 -0.34 -0.08 0.37
C -1.837958 -5.896175 -0.441104 -0.45 -0.25 0.22
C -1.299939 6.354144 -1.114583 -0.25 0.10 0.18
H 5.316852 4.219860 0.567912 -0.07 0.11 0.14
O 0.654616 2.216895 0.637701 0.42 0.62 -1.78
H 1.397598 3.305102 -2.677324 0.25 -0.08 0.00
H -5.088095 -1.503496 0.955648 0.15 0.10 0.23
H 2.138273 -3.953674 0.247981 0.12 0.23 0.16
H 5.016649 5.104182 2.068332 -0.02 -0.05 -0.16
C -1.797781 5.688937 0.015917 0.32 -0.01 -0.13
C 0.000719 6.124988 -1.548223 0.22 -0.24 0.14
H 0.409809 6.643836 -2.419269 -0.26 -0.13 0.24
H 1.946527 -0.417266 -1.784496 -0.37 0.21 0.22
H -1.134722 3.093624 -2.239605 -0.11 -0.47 0.25
O 3.496766 -2.312200 -2.863782 -0.19 -0.56 0.95
C 0.963867 -0.289057 -1.306076 -0.19 3.00 0.19
H -2.349289 -0.483016 -1.098351 -0.15 -0.10 0.22
O -1.242821 0.525424 0.907968 -1.64 -0.44 0.45
H 3.706552 2.747814 2.772606 -0.12 -0.01 -0.33
C -2.564912 -8.257430 -0.073782 0.08 -0.23 -0.21
H 0.786879 3.630274 2.127858 0.19 -0.17 -0.80
C -1.266010 2.142136 -1.685399 -0.47 0.18 -0.28
C 3.086604 -2.884801 -1.847745 0.15 0.47 -0.59
H -1.826632 1.431471 -2.310265 -0.07 0.28 0.11
C -2.838999 -6.778628 -0.006062 0.14 0.78 -0.21
C -2.362926 0.240458 1.429955 0.79 0.11 -0.79
H -4.070616 -1.003621 -1.070379 0.19 0.17 0.07
H 0.938257 -0.653010 -0.262423 -0.26 -0.25 -1.03
C 1.784019 2.406655 -2.179093 -0.25 0.42 -0.66
H -4.122800 -8.691496 1.251228 0.33 -0.08 -0.31

=====

92
Properties=species:S:1:pos:R:3:forces:R:3 method="wB97M-V/def2-TZVPD" gap_ev=4.8 charge=+1 lumo_ev=-4.1484
O 3.873946 14.630030 8.290813 0.25 -0.71 -1.80
H 4.297516 26.459862 4.988216 0.10 0.26 0.67
H 0.644544 23.472063 5.043236 0.35 0.83 0.46
H 3.949063 12.945024 7.051062 -0.38 0.69 -0.30
H -3.862941 16.877017 0.896367 -0.04 0.55 0.05
H 7.984876 23.937658 6.335265 -0.26 0.29 -1.06
H 5.971703 16.191870 12.217825 -0.44 -0.25 0.30
C 7.884520 21.385902 6.669149 0.50 -3.00 -0.52
C 8.226896 18.860419 10.862802 -0.19 0.48 -0.47
O 7.066649 18.099460 11.070864 0.36 0.55 -0.41
C 4.148342 25.421019 4.693864 -0.58 0.95 1.60
H 6.028500 25.635273 6.393471 0.63 0.00 2.15
C 6.997898 23.605306 6.656999 -0.57 -1.04 0.77
F 4.520876 18.282648 1.528190 -1.84 1.21 -0.14
H 7.031920 16.691725 9.525721 0.95 0.03 -0.25
H 2.919047 12.684695 8.440734 -0.23 0.50 0.31
H 7.855336 16.199594 11.165839 0.65 -0.09 -0.86
O 1.478085 20.274662 2.968789 1.48 -0.57 -0.07
H 3.958351 25.594922 3.634729 0.22 -0.98 -0.28
H 6.079309 25.084780 4.609471 0.24 -0.23 -0.85
N 5.298746 24.595128 5.023066 0.95 -0.92 -2.32
C 5.780116 16.237553 11.145769 0.74 0.18 0.58
H 8.928618 18.759723 11.690790 0.19 -0.01 -0.09
H 4.974344 16.961615 11.025115 0.02 0.37 -0.37
H 3.639888 15.190216 11.577532 -0.02 0.00 0.10
H 4.879170 15.502037 -1.141470 -0.37 -0.64 0.14
C 3.324877 18.952574 1.425118 -1.14 -1.05 -0.49
H 2.936144 24.753190 6.462809 0.11 0.40 -0.03
C -2.807551 16.666949 0.804550 -0.45 0.01 2.25
O 2.636757 19.250388 6.182746 2.36 -0.64 -2.17
C 3.874709 17.333287 -1.475342 -0.02 -0.50 -2.13
N 3.914675 20.087609 3.832172 -2.48 -3.83 1.67
H -3.159812 15.648768 -0.998184 0.12 -0.30 -0.13
H -1.831100 17.632121 3.599764 -0.18 0.36 0.56
C 2.352194 15.987851 -3.372570 0.57 -0.66 0.84
H 4.910084 24.349118 7.054833 0.40 0.03 0.26
O 3.429904 13.895243 -2.586634 0.72 0.75 -0.03
F 2.381489 18.170410 0.816913 1.61 1.01 0.94
H 0.858701 15.525355 0.711600 0.04 -0.37 -0.23
F 3.477135 20.071892 0.652192 0.28 -1.04 1.12
O 2.261350 18.052321 3.788190 1.16 2.19 -1.32
H 7.210646 23.542116 7.724170 -0.66 0.18 0.32
H 1.784514 22.652984 6.303050 -0.97 0.16 0.29
H 1.604216 17.929979 -3.903034 -0.08 -0.06 -0.17
C 4.041728 15.930064 -1.672402 1.19 3.37 1.89
F 6.113735 17.749314 5.818567 -1.27 1.08 -1.16
O -0.650907 14.916859 -1.464051 -0.32 -0.33 0.53
H 1.511233 22.080057 4.657107 -0.43 -0.53 0.42
H 4.042011 13.622395 10.929093 -1.06 -0.24 -0.36
C -2.448028 15.817128 -0.203572 -0.44 0.53 -0.61
C 4.074236 14.690061 10.711919 -2.30 -0.79 0.01
S 2.581491 19.352695 3.164833 -1.17 -0.93 -1.25
H 8.695606 18.675598 9.896238 0.32 -0.67 -0.03
F 4.710427 16.952074 4.327225 0.26 0.89 -0.48
O 4.823513 20.322196 6.034919 -0.41 -1.67 -1.00
H 2.674572 13.333792 -2.775957 -0.40 0.65 -0.25
C 1.583358 22.971477 5.280214 -0.67 -3.11 -0.38
C -0.197205 15.741544 0.780338 -2.80 0.41 -0.60
H 2.231448 15.092205 9.386462 -0.35 -1.04 0.66
C 3.269669 15.298894 -2.555828 -1.95 -2.78 -1.47
H 4.698619 12.781471 8.531429 -0.10 -0.29 0.60
C 7.108949 16.767443 10.610366 -2.01 0.13 1.12
C 3.060025 18.068387 -2.375601 1.83 -0.46 1.98
O 6.812245 22.147138 6.245164 -0.89 4.41 -0.35
C -1.163757 15.407859 -0.278591 3.96 0.68 0.90
C -1.970760 16.997792 1.887547 0.43 -1.47 -1.11
H 1.736515 15.407402 -4.043715 -0.10 0.17 -0.15
H 7.689197 20.447231 6.150659 0.25 -0.29 -0.14
C 3.802174 13.221960 8.095014 1.14 -0.35 0.00
C -0.633757 16.487553 1.891878 -0.86 -0.05 -1.52
S 3.891818 19.313837 5.415808 0.12 4.96 2.56
H 4.557801 17.840011 -0.809748 -0.03 0.09 0.00
H 7.884606 21.021950 7.696594 -0.24 0.92 0.47
C 5.757372 24.579646 6.409028 0.67 -0.45 -0.16
H 3.361322 16.238637 9.322368 0.86 0.28 0.16
O 2.771908 23.495740 4.821823 1.41 3.46 -0.28
N 5.439578 14.947212 10.627091 2.17 0.66 -0.21
H 0.297552 14.930350 -1.316236 0.25 -0.20 -0.41
C 2.918130 24.875245 5.379811 0.32 -1.14 -1.77
H 0.119667 16.684579 2.640160 -0.24 0.28 0.41
C 3.318427 15.155548 9.437194 -0.58 0.41 0.86
Sr 4.980710 22.254605 4.070681 0.04 -0.54 1.16
O 3.120984 19.446943 -2.412978 -1.27 -0.06 -1.00
H 7.929256 19.900825 10.732152 -0.15 0.18 0.61
C 4.796615 17.645991 5.440852 1.36 -2.49 1.28
C 2.269525 17.357726 -3.273516 -0.24 0.93 -0.22
F 4.281960 16.886953 6.394270 -0.86 0.78 0.10
H 8.893215 21.653385 6.354333 -0.11 0.81 0.02
H 2.103524 25.516161 5.042549 -0.43 -0.36 0.31
H 5.719998 14.870126 9.659865 0.17 -0.02 -0.19
H 3.649686 19.939484 -1.780931 0.17 -0.93 0.30
O -2.532263 17.658392 2.944572 0.66 -0.02 -0.11